Here is a cluster of 4 separate species, C23H54ClN4O8 in total from the OMol25 dataset. Energies are from the ωB97M-V functional and the def2-TZVPD basis.

Positions of all 90 atoms, in Å:
H 1.534 -3.442 -0.505
H -2.339 0.652 -7.210
H -1.124 -2.221 -0.871
C -3.797 4.773 -1.970
N 0.845 -1.518 -1.074
H 2.375 -3.478 6.055
H 3.434 -0.358 -1.815
C 2.944 -4.942 4.766
H 3.763 -4.667 2.811
H 2.598 -1.727 5.059
C -1.517 4.032 -1.999
O 3.764 -2.138 -0.798
H 2.329 -2.283 -3.421
C 3.918 -3.470 8.132
H 4.351 -1.829 4.680
O -5.989 0.097 -3.928
H 2.850 -0.932 0.671
H 1.512 -1.344 -1.823
N -3.366 1.246 -5.405
H -1.854 7.255 1.903
N -1.541 5.032 0.365
H -3.297 -1.781 -5.202
H 4.458 -5.276 7.076
H -4.898 -0.251 -7.158
H -4.081 7.494 2.376
C -3.484 1.069 -3.919
C 2.858 -1.963 0.299
H -5.251 7.074 1.108
C -0.276 -3.291 -2.553
H 4.831 -3.765 6.218
C -1.975 7.426 0.827
C 2.363 -1.672 8.205
O -4.225 -1.051 -2.603
H 3.142 -3.902 8.776
H 4.862 -3.504 8.686
C -4.219 6.936 1.445
H -1.303 4.971 -2.520
H -2.490 0.866 -3.339
C 4.241 -0.907 -1.322
H 2.246 -3.576 -4.612
H 4.752 -3.903 4.033
O 0.452 -3.076 -3.765
H -1.238 3.045 -0.112
O -3.352 7.419 0.428
H -0.107 6.554 0.181
H -4.109 4.859 -0.928
O 3.668 -2.091 7.831
H 0.113 -4.158 -2.009
C -4.262 -1.222 -7.314
H 1.927 -5.089 4.386
C -1.177 6.404 0.001
H -3.373 5.717 -2.324
H 2.131 -3.988 -2.891
H 3.221 -2.603 1.110
C -0.996 4.021 -0.548
H 2.168 -1.888 9.260
O -2.898 3.681 -2.117
C 3.341 -1.777 4.262
H -2.184 -1.937 -6.721
H -1.591 8.428 0.607
H 2.295 -0.591 8.054
H 3.405 -5.937 4.825
O 3.051 -2.867 3.396
N 2.807 -4.397 6.121
H -1.382 6.598 -1.057
H -4.992 -2.141 -7.133
H 1.608 -2.152 7.578
H -2.555 4.946 0.368
C 3.713 -4.087 3.739
H 3.256 -0.852 3.683
C -0.393 -2.034 -1.670
H -4.056 5.869 1.618
H 4.687 -0.292 -0.535
H -3.170 2.252 -5.686
C -4.607 -0.062 -3.443
H 0.818 -2.469 0.798
H 0.100 4.100 -0.557
C -3.034 -1.268 -6.218
C -2.445 0.268 -6.084
Cl -0.681 0.284 -5.430
H 5.010 -1.128 -2.068
C 1.859 -3.243 -3.644
H -4.693 4.556 -2.560
C 1.447 -2.430 -0.097
H -0.968 3.256 -2.544
H -1.291 -3.562 -2.863
H -0.801 -1.226 -2.286
H -3.852 -1.250 -8.432
H -3.899 2.102 -3.489
C 4.083 -4.276 6.833

- E_LUMO: 2.044 eV
- DFT total energy: -2189.655403 Ha
- Orbital gap: 6.0 eV
- Charge: -1
- Multiplicity: 1



Here is a structure of composition C23H54MnN12S from the OMol25 dataset. Energies are from the ωB97M-V functional and the def2-TZVPD basis.

Positions of all 91 atoms, in Å:
Mn -0.315 0.352 -0.545
H -0.248 3.718 1.368
N -2.100 0.244 -1.523
H 1.268 0.545 -4.155
C 3.588 2.939 2.342
H 4.568 2.515 -0.292
H 2.233 0.584 -2.682
C 2.268 -2.863 1.530
H 3.655 -2.280 -3.101
C 2.077 1.289 1.303
N 3.269 1.966 1.301
H 2.018 3.226 -0.362
H 2.725 3.095 2.985
H 2.109 -4.683 -0.715
H -5.728 1.560 -0.656
C -1.531 2.445 2.248
H 0.522 -0.758 3.305
N 1.313 1.294 0.193
C 1.774 2.271 -0.834
N -0.559 3.365 2.259
H 4.106 0.793 -0.226
N 1.798 0.651 2.460
H -3.063 1.377 -3.044
H -6.260 -0.334 -2.304
C 0.865 -1.074 -2.739
H -0.548 -1.585 1.045
C 0.500 0.280 2.974
H -0.135 -1.281 -3.129
H 3.818 -4.285 -0.427
H -3.898 1.527 4.328
H -5.029 1.907 -2.236
C -5.648 -0.773 -1.517
N 2.645 -2.734 -1.289
H -2.215 2.353 -1.852
H -4.508 -1.699 0.643
C -3.232 1.178 3.544
H -2.830 -2.005 1.107
C 2.853 0.398 3.451
H -3.795 1.049 2.625
C 1.565 -2.164 -0.703
H 1.202 3.100 -2.724
N -2.197 2.196 3.351
H -1.005 0.494 -3.932
H 2.802 1.114 4.273
C -0.123 -2.602 1.012
H 3.834 0.439 2.992
H 3.448 -0.920 -1.972
H 2.225 -2.054 2.258
H -0.793 -3.224 0.424
H -0.424 3.975 3.054
H -1.968 2.749 4.169
H -4.046 2.066 -0.753
C -2.210 -2.609 -1.690
C 3.636 -1.986 -2.049
H 3.240 -4.565 -2.072
S -1.936 1.633 0.756
H 4.436 2.621 2.952
N 0.821 -1.227 -1.278
H -0.842 2.252 -3.927
C 0.745 2.513 -1.920
H -0.136 -2.975 2.035
H 2.128 -3.813 2.044
H -3.797 -3.279 0.337
H -1.177 -2.460 -1.383
H -2.786 0.229 3.843
H -6.230 -0.791 -0.595
H 2.698 -0.598 3.863
C -4.818 1.493 -1.250
H -2.482 -3.651 -1.526
N 0.243 1.218 -2.419
H -2.290 -2.416 -2.759
H 4.624 -2.188 -1.629
C 1.247 0.358 -3.078
H 1.536 -1.777 -3.225
H -0.279 0.403 2.230
H -5.361 -1.780 -1.793
H 0.257 0.902 3.840
H -0.114 3.077 -1.546
C -3.231 -0.443 -1.267
H 5.250 1.447 0.940
H 2.688 1.919 -1.304
C -2.173 1.419 -2.418
N -4.459 0.076 -1.344
H 3.252 -2.859 1.074
C -0.946 1.371 -3.288
N -3.181 -1.785 -0.985
C 4.348 1.673 0.367
C -3.593 -2.210 0.350
H 3.844 3.890 1.871
N 1.233 -2.672 0.514
C 2.972 -4.147 -1.102

- E_LUMO (spin up / spin down): -10.041 / -8.369 eV
- DFT total energy: -3114.188043 Ha
- Orbital gap (spin up / spin down): 6.7 / 8.4 eV
- Charge: +3
- Multiplicity: 5



Here is a structure of composition C23H55N3OP4SeV from the OMol25 dataset. Energies are from the ωB97M-V functional and the def2-TZVPD basis.

Positions of all 88 atoms, in Å:
H 1.431 2.756 0.268
C 0.445 -2.261 -0.156
C 0.752 0.690 5.948
C 1.607 0.546 -7.728
H -4.822 0.166 -1.484
H 3.788 -1.431 0.056
H 0.274 -3.452 3.021
C 1.674 -2.567 -2.740
V -0.517 0.101 -2.578
H -2.797 -1.498 3.689
H 2.229 2.227 4.613
H -3.961 0.553 -3.015
H 1.325 1.525 6.367
H 1.768 -2.169 -3.761
O -0.221 0.135 2.155
H -0.553 -4.085 -2.684
H -1.629 -2.795 -3.322
H 0.136 1.590 0.653
H -2.930 1.780 5.356
H -2.756 2.503 -0.691
H -3.915 1.452 0.164
N -1.867 0.302 4.313
H 4.311 0.238 -0.580
H 2.540 -2.242 -2.149
C 1.710 0.138 -4.952
C -2.659 -1.157 0.149
C 0.738 -2.511 3.367
H 0.113 -2.366 5.988
H 1.953 -0.162 -0.789
H -3.822 -0.381 4.617
H 1.184 -2.016 2.500
H -1.274 2.236 4.876
C 3.682 -0.338 0.114
P 0.179 -1.930 -1.931
C -0.657 3.253 -2.542
H -1.800 -3.342 -1.621
H -1.449 -1.539 5.755
C 2.852 0.410 -7.080
P -0.389 -0.070 3.626
H -0.003 4.108 -2.756
N -0.263 -1.672 4.013
C 0.411 2.441 0.008
H -2.582 2.204 3.655
H 1.554 -2.778 4.067
H 1.609 -3.663 -2.775
C 2.056 2.425 -2.326
C 0.478 0.285 -5.600
P -2.407 0.111 -1.174
N 0.609 0.916 4.513
H -1.086 2.870 -3.481
P 0.398 1.980 -1.748
C -3.970 -0.097 -2.129
H 2.589 0.722 3.721
H -2.229 1.596 0.763
H -4.061 -1.142 -2.459
C 3.174 0.262 1.231
C 2.899 0.206 -5.697
C -1.086 -3.156 -2.435
C -3.034 -0.444 3.849
C 1.817 1.488 3.906
H 2.248 2.015 -3.329
H -0.228 -3.059 0.185
H 3.717 0.991 1.849
Se -1.278 0.267 -4.585
H 0.275 -1.359 0.451
H 1.571 0.705 -8.807
C 0.421 0.482 -6.988
H -3.447 -0.027 2.912
H 1.304 -0.238 6.177
H -1.467 3.556 -1.866
H -2.592 -2.175 -0.250
H -1.212 -3.180 5.118
H -3.662 -1.015 0.576
C -0.726 -2.202 5.286
H -0.296 3.269 0.167
H 1.571 1.989 2.965
H -1.903 -1.013 0.934
C -2.174 1.711 4.557
H 2.120 3.524 -2.355
H 3.779 0.465 -7.652
H 1.490 -2.565 -0.031
H -0.219 0.662 6.458
C -2.863 1.567 -0.134
H -0.546 0.585 -7.471
H 1.773 -0.032 -3.870
H 2.785 2.005 -1.618
H 2.156 0.027 1.562
H 3.854 0.093 -5.183

- E_LUMO (spin up / spin down): -12.172 / -12.301 eV
- DFT total energy: -5858.612509 Ha
- Orbital gap (spin up / spin down): 3.6 / 3.4 eV
- Charge: +3
- Multiplicity: 3



Here is a cluster of 3 separate species, C23H55N5PSi in total from the OMol25 dataset. Energies are from the ωB97M-V functional and the def2-TZVPD basis.

Positions of all 85 atoms, in Å:
C -4.199 -2.839 -7.544
Si 2.287 -1.701 4.038
H -3.882 6.367 1.949
H 2.409 -4.010 5.174
H -0.319 2.825 3.323
H 3.056 -2.926 -0.619
H -1.671 -2.314 -5.219
C 2.783 -3.078 0.517
H -3.990 -1.806 -5.684
H 0.040 -4.802 -4.612
H -0.475 -4.017 -1.065
H 0.354 5.602 -0.855
C 0.715 -2.245 -1.975
C 0.109 0.210 3.426
C -2.739 8.057 1.308
H -3.984 -1.969 -8.172
H -3.255 6.217 0.317
H -0.645 0.932 5.252
H 1.177 -1.600 6.441
H -2.129 4.699 1.960
C 0.292 2.573 4.291
H 0.235 5.229 1.584
C -0.122 -2.935 -0.713
H -1.584 -4.325 -4.075
C 3.924 -0.812 3.416
H -0.199 -3.458 -6.812
H 3.299 -5.262 -0.120
H 1.355 -1.302 -1.631
C -1.010 3.979 -0.568
N 0.460 -1.570 1.864
H -0.142 6.879 1.139
H -0.932 -5.813 -6.674
H 3.464 -3.935 3.583
H 2.407 -5.122 1.538
H 3.146 -1.598 6.419
C 1.920 2.909 4.126
H -3.620 8.587 0.931
C -1.270 -3.698 -6.830
C -0.522 5.852 1.089
H 3.533 2.304 2.632
H 2.237 0.001 5.978
C -1.827 5.750 1.887
N 0.211 1.103 4.644
C 3.269 -4.637 0.872
C -1.025 -5.045 -4.680
N -0.555 -0.693 1.477
H -1.176 -6.035 -4.240
C -2.999 6.560 1.326
H 2.316 3.735 2.021
N 0.931 -1.043 3.057
H -0.004 -1.920 -2.866
H -1.807 -1.619 -6.820
H 1.500 -3.008 -2.447
H -1.035 3.731 -1.634
H -5.286 -2.924 -7.445
H 1.502 -4.155 3.529
H 4.861 -1.539 3.498
N -0.887 0.399 2.276
C 2.414 2.686 2.578
H -2.000 3.768 -0.156
H -1.332 6.079 -0.913
C 2.142 -1.180 5.927
H 2.463 2.092 4.804
C -2.040 -2.516 -6.231
H 3.456 -2.342 1.130
P 0.916 -3.007 0.913
H -2.543 -5.333 -6.178
H 2.114 3.978 4.562
H -1.110 -2.287 -0.566
H -0.191 3.220 5.170
H -3.826 -3.547 -5.546
H 4.272 -4.670 1.489
H -1.897 8.315 0.659
H -1.629 6.078 2.916
C -1.489 -5.041 -6.129
H -1.534 -3.808 -7.888
C -3.560 -2.688 -6.174
C -0.622 5.438 -0.381
H -0.284 3.318 -0.083
H 1.769 1.931 1.954
H -3.844 -3.735 -8.061
H 3.852 -0.509 2.264
C 2.426 -3.628 4.044
H -2.526 8.428 2.315
H 4.099 0.213 3.998

- E_LUMO: -4.260 eV
- DFT total energy: -1813.451937 Ha
- Orbital gap: 7.7 eV
- Charge: +1
- Multiplicity: 1



Here is a cluster of 8 separate species, C23H55NO11S4 in total from the OMol25 dataset. Energies are from the ωB97M-V functional and the def2-TZVPD basis.

Positions of all 94 atoms, in Å:
O 10.314 0.941 0.500
H -1.132 7.210 -7.828
H 2.531 1.007 -0.600
C -2.410 -5.732 0.443
C 11.135 0.862 -1.717
H 12.214 0.867 -1.867
H -1.950 -2.169 8.261
S -3.025 -2.300 6.014
H 0.237 -7.253 0.949
H -2.437 4.692 -5.887
O -2.056 -6.556 -0.425
C -6.555 2.311 4.114
H -5.390 2.310 1.593
H 2.512 5.150 0.956
C -1.548 -7.071 2.270
C 10.025 0.560 1.778
C 3.145 6.029 0.830
O -4.183 -3.753 -5.244
H 3.769 5.544 0.080
H 3.335 4.375 3.610
H -4.141 -0.878 -4.913
H -1.591 -6.845 3.336
H 5.165 4.581 3.468
C -0.309 1.749 0.675
H -0.918 -1.673 6.883
H 0.995 -1.078 0.636
O -8.691 3.124 2.513
H -1.424 4.930 -4.426
H -4.083 -2.338 -6.773
S -7.209 3.402 2.716
C -3.237 -1.455 -5.109
H 10.937 1.921 -1.554
C 1.100 -0.126 1.157
H -4.812 -6.916 -5.060
H -3.434 -4.115 -0.837
C 1.493 1.100 -0.920
H -4.655 -2.705 7.858
H 1.389 2.135 -1.247
H -6.879 1.382 1.361
H -6.647 2.934 0.467
H -4.562 -0.955 7.324
H -5.114 -5.602 -3.971
O -2.200 -5.891 1.700
H -0.015 6.255 -8.771
H -1.886 6.420 -5.329
S -0.306 5.278 -6.501
C 8.538 0.539 2.114
O -0.875 2.507 -0.120
C -6.459 2.387 1.390
H -6.993 1.315 4.055
C -3.470 -2.675 -5.937
C -5.092 -5.863 -5.029
H -2.504 -2.954 -6.356
H -2.116 -0.580 7.587
C -0.037 -7.381 1.996
C -4.565 -2.004 7.028
C -1.915 -1.618 7.321
H 8.280 0.685 3.163
H -2.602 -1.583 -4.232
C -1.720 5.345 -5.389
O -3.136 -1.406 4.803
S 4.116 6.358 2.322
H 10.621 0.577 -2.635
C -4.317 -4.848 -5.858
H -6.727 2.743 5.100
N 0.734 0.956 0.291
C 10.860 0.076 -0.409
O 0.926 6.034 -5.928
H 2.159 -0.215 1.397
H -5.443 -2.065 6.384
H -0.624 1.592 1.718
H -1.640 5.612 -8.493
H 0.087 -8.432 2.256
H -5.493 2.295 3.870
H 0.513 -0.206 2.072
C -3.077 -4.418 0.147
H 10.467 -0.382 2.101
H 0.596 -6.616 2.446
H -4.060 -4.469 0.615
H -2.667 -0.805 -5.772
H -6.101 -5.719 -5.413
H -2.034 -8.039 2.149
O -4.163 -5.007 -7.026
C 4.186 4.673 2.997
C -0.828 6.187 -8.048
H 4.187 3.924 2.205
O 11.223 -1.056 -0.235
H -2.386 -3.655 0.505
H 2.709 6.978 0.518
H 8.118 1.424 1.637
O 5.463 6.791 1.769
H 1.236 0.370 -1.688
H 7.989 -0.271 1.634
H 10.533 1.238 2.465

- E_LUMO: -0.017 eV
- DFT total energy: -3384.244964 Ha
- Orbital gap: 8.6 eV
- Multiplicity: 1